{"formula": "C46H53N14O3Se2TeY", "method": "ωB97M-V with the def2-TZVPD basis set", "e_lumo_ev": [-3.214, -3.215], "homo_energy_ha": [-0.3072, -0.3441], "mol_weight_da": 1224.45, "multiplicity": 2, "orbital_gap_ev": [5.1, 6.1], "total_charge": 1, "de_lowest_ev": 2.976, "elements": ["Y", "N", "N", "C", "N", "N", "N", "O", "O", "H", "H", "H", "H", "H", "Se", "Se", "C", "C", "C", "C", "C", "N", "C", "C", "C", "C", "C", "N", "H", "H", "H", "H", "H", "H", "H", "H", "N", "C", "N", "C", "C", "C", "C", "C", "H", "H", "H", "H", "H", "H", "H", "H", "H", "H", "N", "C", "C", "C", "C", "C", "C", "C", "H", "H", "H", "H", "H", "C", "C", "O", "N", "Te", "C", "C", "C", "C", "C", "C", "C", "C", "C", "C", "C", "C", "C", "C", "C", "C", "C", "C", "H", "H", "H", "H", "H", "H", "H", "H", "H", "H", "H", "H", "H", "H", "H", "H", "H", "H", "H", "H", "H", "H", "H", "H", "H", "N", "C", "N", "C", "N"], "positions_angstrom": [[-2.0312, 0.3795, -1.0254], [0.5320, 0.8209, -2.8524], [0.6550, 2.1504, -3.2580], [-0.1452, 3.0540, -2.6720], [0.0871, 4.3451, -2.8838], [-1.0991, 2.5270, -1.8962], [-1.9967, 3.2698, -1.2327], [-2.7021, 2.6008, -0.4681], [-2.1215, 4.4751, -1.3381], [1.2028, 0.6035, -2.1138], [0.6928, 0.2174, -3.6475], [1.5437, 2.4843, -3.6032], [0.7849, 4.6476, -3.5424], [-0.5873, 4.9911, -2.5001], [-5.4959, 1.5305, 0.1354], [-5.5992, -0.1482, -1.4281], [-4.9171, 0.7519, -2.9953], [-5.6692, 0.6556, -4.1608], [-5.2207, 1.3059, -5.2948], [-4.0494, 2.0448, -5.2148], [-3.3666, 2.0705, -4.0147], [-3.7683, 1.4233, -2.9158], [-4.3883, 0.9041, 1.6030], [-5.0119, 0.7271, 2.8228], [-4.2024, 0.5121, 3.9370], [-2.8320, 0.5287, 3.8076], [-2.2902, 0.7100, 2.5283], [-3.0694, 0.8538, 1.4410], [-6.5932, 0.0940, -4.1481], [-5.7861, 1.2583, -6.2159], [-3.6712, 2.5932, -6.0658], [-2.4413, 2.6250, -3.9396], [-6.0888, 0.7483, 2.8958], [-4.6546, 0.3427, 4.9050], [-2.1789, 0.3738, 4.6515], [-0.8020, 0.4126, 1.2551], [-2.2464, -0.8132, -3.1310], [-2.4736, -1.7551, -3.7719], [-2.6399, -2.7919, -4.5303], [-3.9830, -3.2800, -4.8884], [-4.1397, -4.7591, -4.5435], [-2.8542, -5.5569, -4.8457], [-1.9121, -4.7795, -5.7656], [-1.4625, -3.4949, -5.0820], [-4.1232, -3.1206, -5.9600], [-4.7198, -2.6761, -4.3596], [-4.9817, -5.1448, -5.1203], [-4.3933, -4.8800, -3.4946], [-3.1062, -6.5135, -5.3001], [-2.3331, -5.7724, -3.9100], [-2.4075, -4.5543, -6.7125], [-1.0260, -5.3711, -5.9938], [-0.9372, -2.8393, -5.7819], [-0.7859, -3.7386, -4.2602], [-0.9500, 0.7271, 2.2164], [0.2205, 0.7281, 2.9408], [0.2562, 1.2301, 4.2982], [0.9775, 0.6138, 5.3302], [0.9865, 1.1584, 6.6030], [0.2922, 2.3282, 6.8765], [-0.4165, 2.9598, 5.8615], [-0.4403, 2.4200, 4.5899], [1.5054, -0.3067, 5.1333], [1.5307, 0.6553, 7.3920], [0.3076, 2.7506, 7.8726], [-0.9588, 3.8749, 6.0630], [-0.9758, 2.9288, 3.7967], [0.0727, -2.3621, -1.8086], [0.5956, -1.5052, -0.6606], [1.7358, -1.8953, -0.2282], [-0.0361, -0.4636, -0.1611], [1.5700, -0.5053, 1.7792], [3.2062, -0.3936, 3.2773], [3.6402, -1.6141, 3.8139], [3.0607, -2.9591, 3.4309], [4.6681, -1.6323, 4.7549], [5.2987, -0.4734, 5.1720], [6.4099, -0.5082, 6.1839], [4.8604, 0.7317, 4.6371], [3.8299, 0.7947, 3.7091], [3.4181, 2.1641, 3.2358], [2.7102, 0.7912, 0.5001], [3.8830, 0.2500, -0.0459], [4.4817, -1.0791, 0.3385], [4.5767, 0.9925, -1.0035], [4.1632, 2.2491, -1.4109], [4.9423, 3.0301, -2.4356], [3.0231, 2.7816, -0.8187], [2.2900, 2.0738, 0.1261], [1.1104, 2.7466, 0.7707], [0.7196, -3.2332, -1.8896], [0.1124, -1.8031, -2.7433], [-0.9495, -2.6909, -1.6230], [2.2318, -2.8917, 2.7326], [2.7108, -3.4833, 4.3216], [3.8351, -3.5797, 2.9760], [4.9841, -2.5878, 5.1616], [6.8134, -1.5141, 6.2861], [6.0447, -0.1849, 7.1609], [7.2173, 0.1655, 5.8965], [5.3343, 1.6550, 4.9550], [3.7744, 2.9245, 3.9304], [2.3346, 2.2414, 3.1820], [3.8368, 2.3847, 2.2536], [3.7630, -1.7472, 0.7936], [5.3090, -0.9261, 1.0349], [4.8709, -1.5784, -0.5482], [5.4760, 0.5649, -1.4335], [5.7952, 2.4572, -2.7944], [5.3181, 3.9621, -2.0101], [4.3226, 3.2903, -3.2976], [2.7198, 3.7965, -1.0654], [1.0326, 3.7844, 0.4406], [1.2042, 2.7457, 1.8553], [0.1931, 2.2231, 0.5213], [-2.9905, -1.3916, -0.2411], [-3.2188, -2.5339, -0.0555], [-3.5046, -3.7032, 0.2732], [-3.6144, -4.8246, -0.3867], [-3.7154, -5.8470, -0.9210]]}